This record from OMol25 describes a molecular structure, C16H24N2OsSi. The level of theory is ωB97M-V with the def2-TZVPD basis set.

Calculated values
⟨S²⟩: 6.02
Orbital gap (alpha / beta), Eh: 0.186 / 0.220
HOMO (alpha / beta), Eh: -0.17324 / -0.26602
E, hartree: -1113.56634

Geometry as ORCA input:
```
! wB97M-V def2-TZVPD RIJCOSX def2/J DEFGRID3
* xyz 0 5
C 2.555 -0.759 -2.681
C 1.679 -1.896 -2.761
C 1.515 -2.439 -1.444
C 2.308 -1.639 -0.532
C 2.950 -0.600 -1.297
Os 0.788 -0.348 -1.500
N 0.598 1.643 -1.742
C -0.318 1.525 -2.793
C -0.632 0.048 -2.967
H 0.934 -3.310 -1.176
H 1.244 -2.299 -3.670
H 2.421 -1.810 0.530
H 3.647 0.134 -0.915
H 2.914 -0.164 -3.512
H -0.423 -0.295 -4.022
H -1.232 2.121 -2.572
H 1.067 2.532 -1.542
H -1.694 -0.203 -2.766
H 0.125 1.960 -3.718
C -2.045 -2.253 -0.414
Si -1.596 -0.990 0.889
C -3.089 0.110 1.167
C -1.236 -1.929 2.463
N -0.225 0.033 0.417
C 0.225 1.004 1.302
C -0.018 2.413 1.107
C 0.394 3.357 2.029
C 1.065 2.973 3.185
C 1.323 1.624 3.425
C 0.927 0.659 2.524
H -2.899 -2.840 -0.052
H -1.209 -2.933 -0.589
H -2.334 -1.772 -1.350
H -3.946 -0.509 1.462
H -2.882 0.829 1.958
H -3.334 0.638 0.248
H -0.367 -2.571 2.320
H -1.057 -1.243 3.289
H -2.102 -2.555 2.712
H -0.573 2.699 0.204
H 0.179 4.413 1.835
H 1.387 3.732 3.909
H 1.848 1.319 4.339
H 1.118 -0.410 2.703
*
```